[1]
This record from the OMol25 dataset describes a structure of composition C4F16N2O20S8Y at a distorted geometry. The level of theory is wB97M-V/def2-TZVPD.

Summary:
**Electronic energy**: -6588.5723 Eh
**Charge**: -3
**Relative energy (zero: lowest compared OMol25 entry of this formula, charge and spin)**: 6.5035 eV

Last column: Löwdin charge in e.
Atoms and positions in Å:
Y1 0.1607 0.1233 -0.0172  1.440
N1 -1.4292 1.0688 1.1132  -0.353
S1 -2.4827 0.9446 2.2884  0.524
O1 -3.9160 1.1634 2.1078  -0.266
O2 -1.8454 1.2007 3.5979  -0.280
F1 -2.4274 -0.6876 2.1890  -0.202
S2 -1.5661 2.8173 1.2980  0.633
O3 -0.6410 3.4460 2.2786  -0.265
O4 -2.8514 3.3856 1.0236  -0.260
F2 -0.9511 3.3085 -0.1575  -0.214
N2 1.9519 1.3642 0.4017  -0.340
S3 2.8009 2.4360 -0.6444  0.582
O5 4.1703 2.2579 -1.0300  -0.232
O6 2.2605 3.7959 -0.6911  -0.271
F3 2.0632 1.9219 -2.0029  -0.209
S4 2.8252 1.9608 1.5881  0.528
O7 2.6438 3.3505 1.9852  -0.271
O8 4.2127 1.3648 1.7208  -0.289
F4 1.9034 1.2807 2.7122  -0.203
C1 0.5933 -1.4046 4.3837  -0.611
F5 1.2630 -0.2927 4.6892  0.144
F6 0.8876 -2.3778 5.2407  0.115
F7 -0.7505 -1.3403 4.2684  0.101
S5 1.0841 -2.1986 2.6660  0.613
O9 0.8475 -1.1672 1.6234  -0.447
O10 2.5426 -2.4480 2.6489  -0.335
O11 0.2552 -3.4345 2.5359  -0.309
C2 3.1180 -2.7433 -1.1542  -0.503
F8 3.7322 -2.1734 -0.0449  0.076
F9 3.9088 -3.7060 -1.7342  0.079
F10 1.9412 -3.3807 -0.8089  0.071
S6 2.5352 -1.3086 -2.2982  0.537
O12 2.2203 -1.9480 -3.5735  -0.298
O13 1.4561 -0.8425 -1.4761  -0.408
O14 3.6978 -0.4367 -2.3494  -0.308
C3 -3.2587 -2.4250 -1.9482  -0.529
F11 -2.9547 -1.0929 -2.2043  0.045
F12 -4.5540 -2.4353 -1.4533  0.073
F13 -3.0726 -3.0599 -3.0888  0.130
S7 -1.8722 -3.0179 -0.6564  0.593
O15 -2.7183 -3.4297 0.4862  -0.346
O16 -1.0659 -4.1399 -1.2709  -0.344
O17 -1.0573 -1.8388 -0.4266  -0.410
C4 -2.8471 2.3160 -2.8744  -0.626
F14 -3.5700 1.9094 -3.9043  0.139
F15 -2.8395 3.6276 -2.8842  0.139
F16 -3.3673 1.8592 -1.6589  0.075
S8 -1.0597 1.7137 -3.0581  0.626
O18 -0.3205 2.8081 -3.7840  -0.337
O19 -0.5554 1.4177 -1.7060  -0.456
O20 -1.1015 0.4872 -3.9459  -0.338

=====

[2]
This record from the OMol25 dataset describes the molecule C4H10 at a distorted geometry. The level of theory is wB97M-V/def2-TZVPD.

Summary:
**Electronic energy**: -158.3906 Eh
**SMILES string**: CCCC
**Relative energy (zero: lowest compared OMol25 entry of this formula, charge and spin)**: 0.3352 eV

Last column: Löwdin charge in e.
Atoms and positions in Å:
C1 -1.8803 -0.1085 -0.4774  -0.117
C2 -0.4658 0.4762 -0.4078  -0.271
C3 0.5707 -0.5893 0.0802  -0.272
C4 1.8269 0.0791 0.6046  -0.134
H1 -2.0643 -0.6726 -1.3692  0.061
H2 -2.5904 0.7279 -0.4273  0.068
H3 -2.1009 -0.6439 0.4474  0.069
H4 -0.4545 1.2096 0.3792  0.089
H5 -0.1173 0.9410 -1.3305  0.105
H6 0.7480 -1.3435 -0.6832  0.104
H7 0.0486 -1.0078 0.9451  0.096
H8 2.3088 0.6967 -0.1674  0.074
H9 2.5575 -0.5928 1.0435  0.064
H10 1.6131 0.8279 1.3629  0.065

=====

[3]
This record from the OMol25 dataset describes a cluster of 2 separate species, C4H10 in total at a distorted geometry. The level of theory is wB97M-V/def2-TZVPD.

Summary:
**Electronic energy**: -158.3523 Eh
**SMILES string**: C=C.CC
**Relative energy (zero: lowest compared OMol25 entry of this formula, charge and spin)**: 1.3752 eV

Last column: Löwdin charge in e.
Atoms and positions in Å:
C1 -1.1966 0.7796 0.6582  -0.183
C2 -0.0409 1.7205 0.8901  -0.187
H1 -2.1014 1.3090 0.3922  0.057
H2 -1.3909 0.1615 1.5322  0.064
H3 -0.8928 0.0736 -0.1829  0.038
H4 -0.1532 2.2563 1.8384  0.062
H5 0.0368 2.4575 0.0878  0.063
H6 1.3721 -0.1974 -0.9711  0.060
C3 0.8628 -2.2455 -0.7483  -0.070
C4 0.7253 -1.0440 -1.2700  -0.118
H7 1.5624 -2.4464 0.0489  0.047
H8 0.2369 -3.0744 -1.0450  0.047
H9 0.0714 -0.8683 -2.1111  0.055
H10 0.9081 1.1183 0.8807  0.064

=====

[4]
This record from the OMol25 dataset describes a structure of composition C4H10AlNO3P. The level of theory is wB97M-V/def2-TZVPD.

Summary:
**Electronic energy**: -1022.8661 Eh
**Charge**: -1

Last column: Löwdin charge in e.
Atoms and positions in Å:
C1 2.3505 -1.3046 0.2595  -0.122
C2 1.9249 0.1549 0.2114  -0.269
C3 1.2110 0.5106 -1.0914  -0.354
O1 0.0393 -0.2154 -1.3122  -0.263
Al1 -1.2521 -0.3156 -0.1367  0.103
N1 -2.8500 -0.6724 -1.0850  0.081
C4 -3.6236 -1.4972 -0.6857  -0.509
O2 -4.4262 -2.2967 -0.3483  0.063
P1 -1.6116 1.8450 0.8986  0.508
O3 -1.7139 1.8267 2.4043  -0.619
H1 3.0741 -1.5199 -0.5320  0.068
H2 2.8143 -1.5571 1.2154  0.065
H3 1.4944 -1.9637 0.1175  0.053
H4 2.7977 0.8092 0.3044  0.103
H5 1.2772 0.3784 1.0676  0.088
H6 1.9087 0.3242 -1.9213  0.107
H7 1.0065 1.5922 -1.0952  0.092
H8 -1.0010 -1.3968 1.0080  -0.045
H9 -2.7374 2.4655 0.2801  -0.075
H10 -0.6829 2.8325 0.4411  -0.075

=====

[5]
This record from the OMol25 dataset describes a structure of composition C4H10AsClF2O2PS at a distorted geometry. The level of theory is wB97M-V/def2-TZVPD.

Summary:
**Electronic energy**: -3944.1588 Eh
**Charge**: -1

Last column: Löwdin charge in e.
Atoms and positions in Å:
O1 2.7489 -2.8711 -0.2659  0.043
C1 1.6451 -2.5284 -0.2401  -0.906
Cl1 0.4261 -3.6623 0.4491  0.577
C2 1.1927 -1.2015 -0.7967  -0.300
As1 0.2607 -0.1062 0.6853  0.774
F1 1.4176 -0.9188 1.8576  -0.428
F2 -0.3916 0.8342 2.0870  -0.432
C3 -1.1075 0.6910 -0.5805  -0.332
C4 -2.5091 0.3160 -0.0831  -0.354
O2 -3.5251 1.2457 -0.4508  -0.093
P1 1.8059 1.6671 0.3732  0.220
S1 2.3770 2.4197 2.1163  -0.077
H1 0.5396 -1.3820 -1.6498  0.065
H2 2.1154 -0.7201 -1.1002  0.039
H3 -0.7283 -1.2468 0.9916  0.008
H4 -1.0084 0.2454 -1.5727  0.055
H5 -0.9971 1.7703 -0.7237  0.045
H6 -2.5368 0.1712 0.9955  0.083
H7 -2.7515 -0.6524 -0.5326  0.102
H8 -3.1518 1.9514 -0.9872  0.064
H9 3.0009 1.2419 -0.2565  -0.075
H10 1.1775 2.7355 -0.3160  -0.079

=====

[6]
This record from the OMol25 dataset describes a structure of composition C4H10AsF8N3O6S2Tl at a distorted geometry. The level of theory is wB97M-V/def2-TZVPD.

Summary:
**Electronic energy**: -4777.3090 Eh
**Charge**: +1
**Relative energy (zero: lowest compared OMol25 entry of this formula, charge and spin)**: 0.0000 eV

Last column: Löwdin charge in e.
Atoms and positions in Å:
Tl1 0.7083 -0.8125 -1.8802  1.294
As1 -1.5907 3.1250 -2.3981  0.727
F1 -2.4745 4.5766 -2.4457  -0.202
F2 -0.6057 3.6032 -3.7355  -0.234
F3 -0.5794 1.6509 -2.2905  -0.380
F4 -2.5355 2.5325 -1.0370  -0.256
F5 -2.6511 2.3230 -3.4803  -0.222
F6 -0.4045 3.8072 -1.3331  -0.247
N1 0.9472 -2.3680 0.3968  -0.169
S1 0.3967 -2.3585 1.9153  0.481
O1 0.9660 -1.3342 2.7035  -0.201
O2 0.0851 -3.6045 2.4789  -0.112
F7 -1.0322 -1.8160 1.5132  -0.139
S2 2.5379 -2.9594 0.7752  0.527
O3 2.5447 -4.3573 0.9560  -0.143
O4 3.4263 -2.1543 1.5143  -0.179
F8 2.9791 -2.7782 -0.7277  -0.180
O5 -1.9362 -0.6536 -1.0806  -0.032
C1 -3.0675 -0.7578 -0.5583  -0.488
N2 -3.7016 0.3427 -0.1997  0.249
C2 -3.6182 -2.0953 -0.1159  0.032
H1 -3.2977 1.2457 -0.4737  0.083
H2 -4.5828 0.2676 0.2806  0.143
H3 -4.4041 -2.4480 -0.7830  0.108
H4 -4.0179 -2.1522 0.8954  0.103
H5 -2.7441 -2.7426 -0.1175  0.078
O6 2.5484 0.0064 0.0341  -0.061
C3 2.8661 0.9115 0.8442  -0.472
N3 2.3585 0.9630 2.0579  0.277
C4 3.8818 1.9144 0.3485  0.055
H6 1.6472 0.2706 2.2650  0.081
H7 2.7377 1.5312 2.7987  0.157
H8 4.5450 2.2290 1.1655  0.104
H9 3.4795 2.8150 -0.1010  0.112
H10 4.5880 1.2769 -0.1852  0.105

=====

[7]
This record from the OMol25 dataset describes the molecule C4H10BNO at a distorted geometry. The level of theory is wB97M-V/def2-TZVPD.

Summary:
**Electronic energy**: -313.0864 Eh
**Relative energy (zero: lowest compared OMol25 entry of this formula, charge and spin)**: 5.6843 eV

Last column: Löwdin charge in e.
Atoms and positions in Å:
B1 0.5839 -2.2361 0.6560  -0.059
C1 -0.4230 0.6317 0.7915  -0.233
C2 0.6532 0.1973 -0.1993  -0.385
C3 1.8878 0.9366 -0.0805  -0.046
C4 -2.1661 -0.2149 -0.5800  -0.237
N1 -1.5986 -0.2121 0.6829  -0.054
O1 0.9601 -1.2000 0.0983  0.034
H1 1.0711 -3.2297 0.6585  0.005
H2 -0.0057 0.6594 1.7888  0.115
H3 -0.6670 1.7192 0.3166  0.175
H4 0.2013 0.2691 -1.2108  0.146
H5 2.5402 0.9815 -1.0060  0.116
H6 2.3825 0.3583 0.6914  0.097
H7 1.7306 1.9394 0.2967  0.088
H8 -2.0275 -1.1241 -1.1909  0.087
H9 -3.3457 -0.0010 -0.5125  0.125
H10 -1.7771 0.5253 -1.2007  0.026

=====

[8]
This record from the OMol25 dataset describes a structure of composition C4H10BrO6P2 at a distorted geometry. The level of theory is wB97M-V/def2-TZVPD.

Summary:
**Electronic energy**: -3866.7125 Eh
**Charge**: -1
**Relative energy (zero: lowest compared OMol25 entry of this formula, charge and spin)**: 1.3624 eV

Last column: Löwdin charge in e.
Atoms and positions in Å:
C1 1.0847 2.1026 0.2249  -0.116
C2 0.7982 -1.1934 2.0628  -0.061
C3 -2.8275 -0.2874 -0.6955  -0.041
C4 1.1953 -1.5464 -1.0533  -0.807
O1 1.9713 0.9219 -2.0807  -0.368
O2 -0.5311 0.1828 -2.3032  -0.366
O3 -1.7382 1.5714 1.1944  -0.240
O4 0.4410 0.8947 0.0376  -0.352
O5 -0.3386 -0.2427 2.2013  -0.194
O6 -1.6268 -0.6941 0.1011  -0.218
P1 0.8886 -0.0417 -1.9259  0.361
P2 -0.8769 0.4351 0.8853  0.362
Br1 3.1173 -1.8672 -1.1395  0.409
H1 1.0955 2.8594 -0.6127  0.119
H2 2.0708 1.7732 0.4658  0.092
H3 0.5467 2.5546 0.9835  0.052
H4 0.6158 -1.9859 2.7040  0.058
H5 1.7626 -0.7526 2.1969  0.081
H6 0.7924 -1.5886 1.0548  0.011
H7 -2.5952 -0.0800 -1.8338  0.111
H8 -3.1599 0.5912 -0.2320  0.042
H9 -3.3951 -1.1504 -0.5967  0.053
H10 0.7092 -2.4567 -1.6391  0.012

=====

Which of these has the lowest electronic energy?
C4F16N2O20S8Y

=====

Repeat the second record exactly.
This record from the OMol25 dataset describes the molecule C4H10 at a distorted geometry. The level of theory is wB97M-V/def2-TZVPD.

Summary:
**Electronic energy**: -158.3906 Eh
**SMILES string**: CCCC
**Relative energy (zero: lowest compared OMol25 entry of this formula, charge and spin)**: 0.3352 eV

Last column: Löwdin charge in e.
Atoms and positions in Å:
C1 -1.8803 -0.1085 -0.4774  -0.117
C2 -0.4658 0.4762 -0.4078  -0.271
C3 0.5707 -0.5893 0.0802  -0.272
C4 1.8269 0.0791 0.6046  -0.134
H1 -2.0643 -0.6726 -1.3692  0.061
H2 -2.5904 0.7279 -0.4273  0.068
H3 -2.1009 -0.6439 0.4474  0.069
H4 -0.4545 1.2096 0.3792  0.089
H5 -0.1173 0.9410 -1.3305  0.105
H6 0.7480 -1.3435 -0.6832  0.104
H7 0.0486 -1.0078 0.9451  0.096
H8 2.3088 0.6967 -0.1674  0.074
H9 2.5575 -0.5928 1.0435  0.064
H10 1.6131 0.8279 1.3629  0.065

=====

electronic energy of number 3 (C4H10)?
-158.3523 Eh